Entry 1:
{"formula": "C29H29F2LuN2O5", "method": "the ωB97M-V functional and the def2-TZVPD basis", "symbols": ["Lu", "C", "C", "C", "C", "C", "C", "C", "C", "C", "C", "H", "H", "H", "H", "H", "H", "H", "H", "H", "H", "H", "H", "H", "H", "H", "F", "C", "C", "C", "C", "C", "F", "C", "C", "C", "C", "C", "C", "N", "H", "H", "H", "H", "H", "H", "O", "C", "C", "C", "C", "C", "C", "C", "O", "N", "O", "O", "H", "H", "H", "H", "C", "O", "H", "H", "H", "H"], "positions_angstrom": [[-0.390797, 0.330204, 0.115831], [-1.333311, 1.975455, 1.900577], [0.078789, 1.976347, 1.975466], [0.584042, 2.588118, 0.798823], [-0.520099, 2.964897, -0.001350], [-1.702871, 2.598822, 0.680741], [-3.086480, 3.001766, 0.254166], [-0.444344, 3.759663, -1.268371], [2.011549, 2.949454, 0.512670], [0.873463, 1.519973, 3.161435], [-2.234918, 1.449345, 2.977172], [-3.194021, 4.088459, 0.273609], [-3.855551, 2.612615, 0.929217], [-3.344534, 2.689788, -0.763874], [0.441161, 3.504988, -1.853344], [-0.395176, 4.832513, -1.056185], [-1.312190, 3.597752, -1.911514], [2.194224, 4.007794, 0.721843], [2.281760, 2.765700, -0.529261], [2.703155, 2.369336, 1.123142], [0.910061, 2.297108, 3.930870], [1.903613, 1.279411, 2.892859], [0.438851, 0.625411, 3.608103], [-2.170938, 2.058862, 3.882445], [-1.973597, 0.426444, 3.259325], [-3.283579, 1.443378, 2.672677], [5.303868, -0.369195, -0.116939], [4.152749, -0.182115, -0.796059], [2.948343, -0.262021, -0.127095], [1.749234, -0.066170, -0.810056], [1.811551, 0.171256, -2.194780], [3.051640, 0.285759, -2.814868], [3.137952, 0.600660, -4.132171], [4.242783, 0.110881, -2.143372], [0.541297, 0.291408, -2.962379], [0.423206, -0.107076, -4.295303], [-0.794442, 0.007974, -4.934170], [-1.892230, 0.500326, -4.237755], [-1.712606, 0.823351, -2.910669], [-0.535917, 0.724515, -2.286301], [2.973825, -0.457344, 0.941287], [5.193640, 0.200572, -2.647832], [1.284158, -0.500597, -4.811631], [-0.894165, -0.292811, -5.969526], [-2.862937, 0.610148, -4.699868], [-2.540502, 1.168503, -2.302298], [-0.948272, -1.805616, -0.787440], [-0.599580, -2.923059, -0.410396], [0.081106, -3.244482, 0.816825], [0.515359, -4.565844, 0.975095], [1.211931, -4.913929, 2.097321], [1.503463, -3.973097, 3.094314], [1.073079, -2.681163, 2.961290], [0.330831, -2.269044, 1.824130], [-0.091492, -1.057721, 1.728846], [1.670337, -6.298939, 2.258531], [2.307440, -6.568141, 3.258875], [1.399842, -7.093226, 1.377489], [-0.825532, -3.779287, -1.066329], [0.315128, -5.308151, 0.213149], [2.068661, -4.287601, 3.960233], [1.282829, -1.940121, 3.721042], [-3.809758, -1.055774, -0.094886], [-2.841590, -0.024287, 0.110303], [-4.346437, -0.901015, -1.032222], [-4.511231, -1.080683, 0.738732], [-3.275311, -1.996886, -0.142964], [-3.270513, 0.796438, 0.362776]], "forces_ev_per_angstrom": [[-0.95, -0.10, -0.16], [0.06, 0.04, 0.03], [0.17, 0.21, 0.12], [0.13, 0.17, 0.06], [0.07, 0.00, -0.02], [0.06, 0.02, -0.01], [-0.07, -0.03, -0.03], [0.00, 0.04, -0.08], [0.07, -0.01, 0.01], [0.05, -0.03, 0.04], [-0.06, -0.04, 0.04], [-0.02, 0.01, 0.02], [0.00, 0.02, 0.00], [0.04, 0.01, 0.01], [0.00, -0.01, 0.02], [0.00, -0.01, 0.00], [-0.01, -0.01, 0.03], [-0.01, -0.01, 0.00], [-0.02, 0.01, 0.00], [-0.01, 0.01, 0.00], [0.00, 0.00, -0.01], [-0.02, 0.01, -0.02], [-0.02, 0.02, 0.00], [0.00, 0.01, -0.01], [0.02, 0.00, -0.02], [0.00, 0.01, 0.00], [0.00, -0.01, 0.00], [0.08, -0.01, 0.02], [0.05, -0.01, -0.01], [-0.17, 0.10, 0.07], [-0.09, 0.08, -0.20], [0.08, -0.09, -0.05], [0.02, 0.00, 0.00], [-0.04, 0.01, 0.00], [0.19, -0.09, 0.09], [-0.03, 0.15, -0.07], [-0.05, -0.01, -0.02], [0.03, 0.00, -0.01], [0.07, 0.02, 0.01], [-0.01, -0.28, 0.16], [-0.02, 0.00, -0.01], [-0.01, 0.01, 0.00], [-0.02, 0.01, -0.02], [0.01, 0.00, 0.01], [0.01, -0.01, -0.02], [-0.01, 0.01, -0.01], [0.08, 0.03, -0.10], [0.08, 0.04, 0.10], [-0.04, -0.14, -0.28], [-0.03, 0.05, -0.01], [0.08, -0.29, 0.07], [-0.01, 0.12, 0.05], [0.00, -0.15, 0.10], [-0.03, 0.35, -0.04], [0.16, -0.32, 0.24], [0.06, 0.22, -0.06], [-0.06, -0.02, 0.00], [-0.04, -0.01, 0.03], [0.03, -0.02, 0.01], [0.00, 0.00, 0.01], [0.00, -0.01, -0.01], [0.00, 0.00, -0.01], [0.01, 0.08, 0.03], [0.30, -0.19, -0.16], [-0.02, 0.00, 0.00], [-0.03, -0.02, -0.01], [0.00, -0.01, -0.01], [-0.14, 0.08, 0.07]], "nbo_charge": [1.85, -0.08, -0.19, -0.14, -0.12, -0.18, -0.65, -0.63, -0.62, -0.62, -0.64, 0.24, 0.21, 0.20, 0.22, 0.22, 0.21, 0.21, 0.22, 0.22, 0.21, 0.22, 0.22, 0.22, 0.23, 0.20, -0.33, 0.43, -0.33, -0.41, -0.22, 0.43, -0.34, -0.38, 0.26, -0.23, -0.14, -0.26, 0.07, -0.53, 0.22, 0.24, 0.24, 0.22, 0.22, 0.20, -0.61, 0.47, -0.32, -0.09, -0.07, -0.12, -0.31, 0.54, -0.81, 0.54, -0.38, -0.39, 0.14, 0.24, 0.25, 0.23, -0.24, -0.74, 0.18, 0.18, 0.20, 0.51], "max_force_ha_per_bohr": 0.0189, "orbital_gap_ev": 7.45, "e_homo_ha": -0.288, "lumo_energy_ev": -0.376, "multiplicity": 1}

---

Entry 2:
{"formula": "C5H10O2", "method": "the ωB97M-V functional and the def2-TZVPD basis", "symbols": ["O", "C", "C", "C", "C", "O", "C", "H", "H", "H", "H", "H", "H", "H", "H", "H", "H"], "positions_angstrom": [[2.335951, 0.545183, 0.280255], [1.506708, -0.467100, -0.267441], [0.190142, -0.611520, 0.511182], [-0.427841, 0.740532, 0.896267], [-1.370045, 1.062425, -0.285445], [-1.285709, -0.034490, -1.188585], [-0.887261, -1.159427, -0.428000], [2.702154, 1.055834, -0.448889], [1.261367, -0.241466, -1.313504], [2.041272, -1.428940, -0.248642], [0.334528, -1.253168, 1.386586], [-0.987149, 0.650176, 1.832558], [0.353935, 1.487524, 1.044028], [-1.085356, 1.964673, -0.835423], [-2.408699, 1.184136, 0.053870], [-0.535062, -1.924445, -1.128856], [-1.738928, -1.569923, 0.140040]], "forces_ev_per_angstrom": [[0.18, 0.13, -0.11], [-0.22, -0.29, -0.16], [-0.01, -0.08, 0.01], [0.03, 0.05, 0.06], [-0.05, 0.24, 0.11], [-0.06, -0.03, -0.05], [0.05, -0.24, 0.02], [0.02, -0.06, 0.19], [0.05, 0.03, 0.14], [-0.10, 0.15, -0.03], [0.00, 0.12, -0.10], [0.05, 0.00, -0.16], [-0.17, -0.04, -0.04], [-0.02, -0.13, 0.08], [0.14, -0.02, -0.03], [-0.01, 0.09, 0.13], [0.14, 0.06, -0.06]], "nbo_charge": [-0.73, -0.06, -0.27, -0.45, -0.08, -0.53, -0.07, 0.47, 0.17, 0.17, 0.21, 0.21, 0.24, 0.18, 0.17, 0.19, 0.17], "max_force_ha_per_bohr": 0.0077, "orbital_gap_ev": 10.65, "e_homo_ha": -0.358, "lumo_energy_ev": 0.893, "multiplicity": 1}

---

Ordered ΔE to the lowest compared entry with this formula, charge and spin results: 0.00 153.65; unit kJ/mol.